1.
{"formula": "C24H67N5O7", "method": "wB97M-V/def2-TZVPD", "elements": ["C", "C", "O", "H", "H", "H", "H", "H", "H", "C", "C", "O", "H", "H", "H", "H", "H", "H", "C", "C", "C", "O", "C", "N", "H", "H", "H", "H", "H", "H", "H", "H", "H", "H", "H", "C", "C", "C", "O", "C", "N", "H", "H", "H", "H", "H", "H", "H", "H", "H", "H", "H", "C", "C", "C", "O", "C", "N", "H", "H", "H", "H", "H", "H", "H", "H", "H", "H", "H", "C", "C", "C", "O", "C", "N", "H", "H", "H", "H", "H", "H", "H", "H", "H", "H", "H", "C", "C", "C", "O", "C", "N", "H", "H", "H", "H", "H", "H", "H", "H", "H", "H", "H"], "coordinates": [[-20.15891, -3.04469, -9.51655], [-20.38106, -3.27158, -8.01985], [-21.55613, -2.63832, -7.63533], [-21.08337, -3.36816, -9.99492], [-19.26515, -3.50325, -9.93965], [-20.00974, -2.01895, -9.85373], [-19.59045, -2.65922, -7.58621], [-20.46400, -4.29427, -7.65198], [-22.11769, -2.54586, -8.40844], [-21.76041, -2.76476, -14.08561], [-21.57732, -2.90217, -12.64810], [-22.53877, -3.86583, -12.10650], [-22.71041, -2.27688, -14.30376], [-21.68652, -3.67843, -14.67540], [-21.10556, -1.97224, -14.44778], [-21.66579, -1.92246, -12.17859], [-20.55131, -3.23127, -12.48345], [-22.27867, -4.77500, -12.27187], [-26.07162, -6.83906, -9.58780], [-24.85784, -6.46499, -8.78544], [-23.76177, -7.60284, -8.69785], [-23.24376, -7.92225, -10.00554], [-22.91177, -9.29002, -10.14937], [-24.22351, -5.20209, -9.14775], [-26.86047, -6.12707, -9.34514], [-26.59296, -7.69712, -9.16349], [-25.79459, -6.94294, -10.63688], [-25.25279, -6.25667, -7.79110], [-24.19985, -8.48273, -8.22669], [-22.90303, -7.33882, -8.08063], [-23.87098, -9.79140, -10.27842], [-22.26775, -9.63928, -9.34231], [-22.35392, -9.41893, -11.07688], [-24.21702, -5.04196, -10.14495], [-23.26093, -5.20612, -8.84193], [-22.57200, -6.99614, -20.26901], [-22.80180, -6.82805, -18.73742], [-23.69379, -5.63253, -18.35227], [-23.91231, -5.84420, -16.91490], [-24.59364, -4.77756, -16.27674], [-23.52789, -8.02327, -18.42910], [-22.22260, -6.02463, -20.61858], [-23.48823, -7.22471, -20.81342], [-21.86264, -7.77790, -20.54057], [-21.86303, -6.90214, -18.18848], [-24.65425, -5.53465, -18.85827], [-23.17826, -4.67724, -18.45101], [-25.07030, -5.26540, -15.42650], [-25.32852, -4.28507, -16.91355], [-24.00777, -3.90738, -15.98074], [-23.75165, -7.95180, -17.44680], [-22.95551, -8.85358, -18.48438], [-25.38368, 1.68403, -16.71180], [-26.10441, 2.05494, -15.39091], [-25.10141, 1.99812, -14.14699], [-24.46641, 0.76419, -13.99034], [-23.94306, 0.53486, -12.66103], [-26.59012, 3.49820, -15.45516], [-24.56399, 2.39801, -16.79209], [-25.86107, 1.76079, -17.68869], [-24.94269, 0.68730, -16.72397], [-26.97017, 1.40159, -15.28273], [-25.69309, 2.23140, -13.26179], [-24.43966, 2.86097, -14.22228], [-23.34070, 1.35647, -12.27345], [-23.43723, -0.42103, -12.52497], [-24.76251, 0.44958, -11.94736], [-27.42683, 3.61609, -16.00845], [-26.87769, 4.01119, -14.63404], [-20.43813, -1.17322, -19.94434], [-20.34511, 0.00164, -19.01404], [-21.43948, 0.03883, -17.92232], [-21.47211, -0.94868, -17.00212], [-22.48696, -1.92893, -17.40539], [-19.00680, -0.11772, -18.45039], [-20.44550, -2.09528, -19.36310], [-19.72100, -1.30062, -20.75525], [-21.37822, -1.13521, -20.49469], [-20.36498, 0.97060, -19.51288], [-22.42261, 0.37379, -18.25302], [-21.16828, 0.84281, -17.23808], [-23.53482, -1.63395, -17.34985], [-22.43368, -2.68478, -16.62185], [-22.23511, -2.43973, -18.33477], [-19.10897, -0.22680, -17.45151], [-18.67539, -1.03633, -18.70812], [-18.12088, -6.62309, -10.58707], [-19.52982, -6.18834, -11.06988], [-20.12816, -6.91885, -12.34785], [-21.41781, -6.37037, -12.67818], [-21.98353, -6.90714, -13.85818], [-20.38912, -6.50742, -9.95066], [-17.32856, -6.25639, -11.23966], [-18.04290, -7.70993, -10.61524], [-17.77012, -6.21170, -9.64059], [-19.55281, -5.15307, -11.41012], [-20.22339, -7.99862, -12.23332], [-19.34832, -6.78730, -13.09795], [-22.03152, -7.98530, -13.70534], [-21.49051, -6.65050, -14.79582], [-23.03005, -6.60308, -13.83704], [-21.31739, -6.25136, -10.25533], [-20.49751, -7.50669, -9.85157]], "s_squared": 0.755, "e_homo_ev": [-10.609, -10.609], "e_above_lowest_ev": 1.982, "multiplicity": 2, "charge": 1}

2.
{"formula": "C7H6O3S", "method": "wB97M-V/def2-TZVPD", "elements": ["C", "C", "C", "C", "C", "C", "C", "O", "O", "O", "S", "H", "H", "H", "H", "H", "H"], "coordinates": [[0.57434, 0.56588, -2.40362], [0.65891, 1.26166, -1.25164], [0.49926, -0.66570, -1.51719], [1.03419, 0.12115, -0.26509], [-0.77663, -1.13952, -0.71137], [-0.19555, -0.04972, 0.69701], [-0.08384, -0.64017, 2.07097], [-0.81881, 2.21765, 1.96586], [1.58436, -0.96941, -0.84086], [0.24273, 2.30105, -0.53720], [-0.94811, 1.60893, 0.66779], [0.47360, 0.84360, -3.38909], [-1.67184, -0.92710, -1.19169], [-0.57345, -2.08657, -0.44477], [1.03428, -0.47911, 2.53388], [-0.11306, -1.71436, 1.97825], [-0.92039, -0.24825, 2.63874]], "e_homo_ev": -8.209, "e_above_lowest_ev": 7.804, "multiplicity": 1}

3.
{"formula": "C3H4O2S", "method": "wB97M-V/def2-TZVPD", "elements": ["C", "C", "C", "O", "O", "S", "H", "H", "H", "H"], "coordinates": [[0.15238, -0.18804, -0.44662], [1.20664, 0.81466, -0.57828], [-0.26907, -0.58364, 0.93911], [-2.57682, -0.30986, -0.38925], [1.55037, 1.55285, 0.31259], [-1.49835, 0.49862, 0.16110], [0.03226, -0.90267, -1.25048], [1.66607, 0.86109, -1.58125], [-0.56968, -1.60696, 1.09544], [0.30621, -0.13605, 1.73764]], "e_homo_ev": -9.843, "e_above_lowest_ev": 1.936, "multiplicity": 1}

4.
{"formula": "C9H14", "method": "wB97M-V/def2-TZVPD", "elements": ["C", "C", "C", "C", "C", "C", "C", "H", "H", "H", "H", "H", "H", "H", "H", "C", "C", "H", "H", "H", "H", "H", "H"], "coordinates": [[2.38629, 0.22572, -1.45084], [0.84241, -0.04054, -1.57756], [-0.14876, 0.93623, -1.41987], [0.39358, -1.34700, -1.82120], [-1.47702, 0.75110, -1.30152], [-0.94271, -1.49100, -2.03837], [-1.94487, -0.58212, -1.77992], [2.60626, 1.36007, -1.51857], [2.91862, -0.24746, -2.22904], [0.31766, 1.92865, -1.41775], [1.19504, -2.20274, -1.75293], [-2.16811, 1.55390, -0.89001], [-1.40069, -2.50127, -2.18363], [-3.01733, -0.79259, -2.05119], [2.88817, -0.02029, -0.46286], [-0.71863, 0.43578, 3.59307], [0.07836, 0.10429, 2.26386], [-0.02735, 0.88034, 4.25051], [-1.57055, 1.13596, 3.38441], [-1.12506, -0.29325, 4.17582], [-0.55933, 0.09006, 1.45214], [0.83513, 0.92070, 2.16943], [0.63892, -0.80455, 2.60604]], "e_homo_ev": -8.891, "e_above_lowest_ev": 2.025, "smiles": "Cc1ccccc1.CC", "multiplicity": 1}

5.
{"formula": "C7H16Cl6O4", "method": "wB97M-V/def2-TZVPD", "elements": ["C", "Cl", "Cl", "Cl", "Cl", "C", "C", "O", "O", "H", "H", "H", "H", "H", "H", "C", "C", "O", "O", "H", "H", "H", "H", "H", "H", "Cl", "C", "C", "Cl", "H", "H", "H", "H"], "coordinates": [[1.19140, -0.49121, 1.69926], [0.12182, -1.84334, 2.13914], [1.88194, 0.12618, 3.19399], [2.55197, -1.19060, 0.71147], [0.23250, 0.83356, 0.92844], [4.50899, -3.57095, -1.15381], [5.43062, -3.18637, -2.36025], [4.96254, -3.93086, -3.48692], [4.67845, -4.96155, -0.79248], [3.44154, -3.44895, -1.33754], [4.68851, -2.92126, -0.29721], [6.44569, -3.51793, -2.14159], [5.45120, -2.12637, -2.61339], [4.18997, -3.52843, -3.89038], [5.01482, -5.26839, -1.63764], [-2.49538, 3.29710, 0.71902], [-2.44405, 4.81272, 0.53792], [-2.87123, 5.56539, 1.64175], [-3.78903, 2.92421, 1.23214], [-1.70251, 2.96987, 1.39162], [-2.45148, 2.84883, -0.27357], [-3.13087, 5.19881, -0.21529], [-1.45196, 5.08557, 0.17817], [-3.81067, 5.75892, 1.60184], [-3.83596, 3.40044, 2.06437], [-2.12379, 0.43490, -1.37959], [-3.49803, -0.19202, -0.48284], [-3.19281, -0.45453, 1.02082], [-4.59344, -1.09959, 1.95798], [-3.77383, -1.12723, -0.97009], [-4.38181, 0.43502, -0.60052], [-2.79317, 0.41983, 1.53451], [-2.45193, -1.25179, 1.08059]], "e_homo_ev": -10.353, "e_above_lowest_ev": 0.670, "smiles": "ClC(Cl)(Cl)Cl.ClCCCl.OCCO.OCCO", "multiplicity": 1}

6.
{"formula": "C2H2Cl3FSi", "method": "wB97M-V/def2-TZVPD", "elements": ["C", "C", "F", "Si", "Cl", "Cl", "Cl", "H", "H"], "coordinates": [[1.73953, 0.58348, -0.16273], [0.90914, -0.43334, -0.31991], [1.24073, -1.69326, -0.71152], [-1.61970, -0.07648, 0.20753], [-2.29925, 0.59788, -1.64448], [-2.56886, -1.81032, 0.55464], [-1.60087, 1.24252, 1.78989], [1.48756, 1.35578, 0.47013], [2.71171, 0.23374, -0.18354]], "e_homo_ev": -9.745, "e_above_lowest_ev": 2.335, "multiplicity": 1}

7.
{"formula": "C11H11N2", "method": "wB97M-V/def2-TZVPD", "elements": ["C", "C", "C", "C", "C", "C", "C", "C", "N", "N", "C", "C", "C", "H", "H", "H", "H", "H", "H", "H", "H", "H", "H", "H"], "coordinates": [[-1.27970, -1.95165, -2.43916], [-0.06818, -1.27042, -2.45672], [0.50156, -0.93686, -1.24318], [-0.11772, -1.27102, -0.04659], [0.59431, -0.80254, 1.23567], [0.62235, 0.70719, 1.19998], [-0.52078, 1.48820, 1.24711], [-0.47966, 2.89452, 1.17082], [0.66750, 3.52632, 1.08198], [1.71636, 2.75943, 1.03237], [1.81502, 1.44088, 1.07991], [-1.31536, -1.95341, -0.03506], [-1.88206, -2.30207, -1.25687], [-1.72482, -2.19148, -3.40454], [0.44557, -0.95975, -3.36313], [1.44731, -0.39067, -1.24721], [0.11651, -1.19682, 2.14065], [1.62755, -1.17973, 1.24822], [-1.50086, 1.01315, 1.30816], [-1.42021, 3.43938, 1.19254], [2.60262, 3.25854, 0.95077], [2.78290, 0.94975, 1.00260], [-1.81472, -2.20965, 0.89748], [-2.81550, -2.86131, -1.29584]], "e_homo_ev": -12.499, "e_above_lowest_ev": 1.228, "smiles": "c1ccc(Cc2ccn[nH+]c2)cc1", "multiplicity": 1, "charge": 1}